[1]
Here is C23H33DyNO2P2Si as an isolated structure in a non-equilibrium geometry from the OMol25 dataset. Energies are from wB97M-V/def2-TZVPD.

Last column: Mulliken spin population.
Positions of all 63 atoms, in Å:
C  -1.079  3.365  -1.835  -0.002
C  -1.020  1.988  -2.041  0.016
C  0.266  1.375  -2.057  -0.006
C  1.437  2.123  -2.120  0.005
C  1.340  3.511  -1.903  -0.001
C  0.090  4.133  -1.754  0.003
C  2.778  1.441  -2.281  0.004
C  2.674  0.009  -2.705  -0.007
C  1.463  -0.667  -2.593  -0.002
C  1.303  -2.001  -3.061  0.001
C  2.418  -2.654  -3.580  0.000
C  3.634  -1.980  -3.675  0.002
C  3.762  -0.658  -3.265  -0.001
H  -2.068  3.831  -1.775  0.000
H  2.235  4.124  -1.862  0.000
H  -0.011  5.219  -1.604  0.000
H  3.182  1.948  -3.159  0.000
H  2.339  -3.693  -3.927  0.000
H  4.493  -2.493  -4.095  0.000
H  4.689  -0.118  -3.380  0.000
N  0.394  -0.044  -1.870  -0.056
Dy  -0.127  -0.864  -0.141  4.958
C  -2.255  1.135  -2.272  0.006
H  -2.138  0.490  -3.158  0.002
H  -3.122  1.785  -2.425  0.000
C  -0.035  -2.696  -3.014  0.003
H  -0.851  -2.029  -3.321  0.001
H  -0.040  -3.585  -3.656  0.000
P  -2.708  -0.001  -0.856  -0.014
P  -0.545  -3.362  -1.297  0.031
C  0.655  -4.730  -1.107  -0.003
H  0.631  -5.017  -0.044  0.001
H  0.378  -5.594  -1.733  0.000
H  1.668  -4.393  -1.365  -0.001
C  -2.073  -4.287  -1.706  -0.002
H  -1.858  -5.157  -2.350  -0.001
H  -2.506  -4.643  -0.759  0.000
H  -2.814  -3.638  -2.195  0.000
C  -3.414  1.233  0.300  -0.001
H  -4.342  0.821  0.725  0.001
H  -2.674  1.407  1.095  0.000
H  -3.632  2.183  -0.212  0.000
C  -4.244  -0.799  -1.480  -0.005
H  -4.114  -1.891  -1.454  0.000
H  -5.099  -0.522  -0.845  0.000
H  -4.480  -0.509  -2.514  0.000
C  2.930  1.217  -0.165  -0.001
O  2.603  0.126  0.194  0.000
H  3.691  1.874  -1.991  0.000
C  1.981  0.742  3.262  0.000
Si  0.274  1.362  2.741  -0.004
C  -0.931  1.150  4.145  0.000
C  0.389  3.171  2.188  0.000
O  -0.238  0.517  1.436  0.074
H  2.481  1.498  3.886  0.000
H  2.624  0.532  2.397  0.000
H  1.876  -0.197  3.825  0.000
H  -0.924  2.039  4.789  0.000
H  -1.950  0.979  3.781  0.000
H  -0.649  0.291  4.761  0.000
H  0.451  3.248  1.090  0.000
H  -0.507  3.712  2.541  0.000
H  1.287  3.634  2.628  0.000

## Properties
electronic energy: -2958.5715 hartree
spin multiplicity: 6
gap between HOMO and LUMO (spin up / spin down): 0.2708 / 0.2794 Eh
net charge: +1
energy relative to the best compared isomer or geometry (same formula, charge and spin): 223.9 kJ/mol
⟨S²⟩: 9.35

[2]
Here is a 2-piece molecular cluster, C4H12O overall in a non-equilibrium geometry from the OMol25 dataset. Energies are from wB97M-V/def2-TZVPD.

Last column: natural (NBO) charge in e.
Positions of all 17 atoms, in Å:
C  -0.220  2.616  0.230  -0.254
O  -0.402  3.553  1.362  -0.753
H  0.150  3.290  2.144  0.466
H  -1.328  2.440  -0.164  0.191
H  0.484  3.019  -0.464  0.177
H  0.201  1.672  0.732  0.172
C  0.380  -1.780  0.023  -0.408
C  -0.993  -2.304  -0.462  -0.589
C  1.039  -0.482  -0.562  -0.613
H  0.086  -1.656  0.981  0.203
H  0.986  -2.662  -0.117  0.205
H  -1.827  -1.455  -0.538  0.183
H  0.620  0.066  -1.342  0.210
H  1.287  0.285  0.178  0.203
H  -1.431  -2.990  0.222  0.204
H  -1.165  -2.853  -1.279  0.199
H  2.132  -0.758  -0.943  0.203

## Properties
electronic energy: -234.7437 hartree
structure (SMILES): CCC.CO
gap between HOMO and LUMO: 0.4133 Eh
energy relative to the best compared isomer or geometry (same formula, charge and spin): 233.6 kJ/mol

[3]
Here is one molecule with the formula C2H4O2S2 in a non-equilibrium geometry from the OMol25 dataset. Energies are from wB97M-V/def2-TZVPD.

Last column: natural (NBO) charge in e.
Positions of all 10 atoms, in Å:
C  0.816  -0.470  0.470  -0.082
C  0.397  0.985  0.110  -0.499
O  -2.366  -1.560  -1.283  -0.832
O  -0.144  -1.235  0.921  -0.657
S  -0.702  0.792  -1.369  0.017
S  -1.968  -0.558  -0.380  1.254
H  1.658  -0.891  -0.231  0.150
H  1.510  -0.250  1.290  0.191
H  -0.273  1.421  0.760  0.213
H  1.071  1.765  -0.290  0.244

## Properties
electronic energy: -1025.3460 hartree
gap between HOMO and LUMO: 0.2974 Eh
energy relative to the best compared isomer or geometry (same formula, charge and spin): 313.5 kJ/mol

[4]
Here is C16H29CdNO9 as an isolated structure in a non-equilibrium geometry from the OMol25 dataset. Energies are from wB97M-V/def2-TZVPD.

Last column: natural (NBO) charge in e.
Positions of all 56 atoms, in Å:
Cd  0.936  -1.004  0.455  1.780
C  -3.256  -1.297  0.169  -0.547
C  -2.323  -0.657  0.972  0.434
C  -2.837  0.467  1.898  0.403
O  -2.101  0.876  2.812  -0.683
C  -4.090  1.031  1.573  -0.561
C  -4.906  0.594  0.511  0.399
C  -4.441  -0.650  -0.264  0.425
O  -5.154  -1.110  -1.160  -0.661
O  -5.941  1.175  0.165  -0.679
O  -1.093  -0.942  0.970  -0.850
H  -2.910  -2.201  -0.327  0.187
H  -4.324  1.924  2.141  0.191
C  4.624  -0.293  -2.329  -0.638
C  4.115  -0.019  -0.895  -0.009
O  2.942  -0.640  -0.600  -1.037
H  5.337  0.488  -2.621  0.175
H  3.806  -0.409  -3.036  0.197
H  5.233  -1.205  -2.293  0.180
H  4.024  1.098  -0.814  0.080
H  4.910  -0.271  -0.161  0.108
C  1.078  -0.870  4.505  -0.639
C  1.253  -2.106  3.636  -0.007
O  1.559  -1.807  2.346  -1.052
H  2.049  -0.363  4.605  0.164
H  0.724  -1.076  5.521  0.172
H  0.402  -0.177  3.997  0.240
H  0.288  -2.665  3.673  0.106
H  1.984  -2.795  4.119  0.085
O  1.079  -2.937  -0.530  -0.987
H  1.096  -3.667  0.097  0.498
H  1.975  -2.880  -0.896  0.507
C  -3.049  0.593  -3.116  -0.266
O  -1.817  1.235  -3.422  -0.557
C  -0.724  0.355  -3.588  -0.074
C  -0.325  -0.414  -2.333  -0.263
N  0.345  0.370  -1.324  -0.711
C  -0.335  1.507  -0.697  -0.255
C  0.576  2.161  0.334  -0.062
O  1.065  1.261  1.309  -0.562
C  2.084  1.783  2.115  -0.239
H  -3.719  1.414  -2.865  0.202
H  -3.014  -0.086  -2.263  0.207
H  -3.453  0.055  -3.982  0.151
H  0.109  1.002  -3.893  0.169
H  -0.871  -0.299  -4.464  0.151
H  0.388  -1.157  -2.706  0.199
H  -1.188  -0.909  -1.885  0.232
H  1.289  0.643  -1.585  0.400
H  -1.239  1.186  -0.186  0.245
H  -0.568  2.284  -1.434  0.186
H  -0.036  2.899  0.876  0.186
H  1.407  2.726  -0.120  0.150
H  2.518  0.957  2.671  0.223
H  1.695  2.525  2.828  0.158
H  2.828  2.299  1.490  0.152

## Properties
electronic energy: -1526.6574 hartree
gap between HOMO and LUMO: 0.2056 Eh
net charge: -2
energy relative to the best compared isomer or geometry (same formula, charge and spin): 0.0 kJ/mol

[5]
Here is one molecule with the formula C2H5ClO2S in a non-equilibrium geometry from the OMol25 dataset. Energies are from wB97M-V/def2-TZVPD.

Last column: natural (NBO) charge in e.
Positions of all 11 atoms, in Å:
C  -1.642  0.336  -0.493  -0.257
C  1.388  -0.903  0.413  -0.605
O  0.588  1.754  -0.066  -0.918
O  -1.032  0.094  0.736  -0.726
S  0.498  0.767  0.993  1.510
Cl  2.934  -0.397  -0.227  -0.022
H  -1.737  1.440  -0.541  0.196
H  -2.498  -0.224  -0.599  0.199
H  -0.860  0.092  -1.215  0.174
H  1.515  -1.423  1.322  0.213
H  0.846  -1.535  -0.322  0.234

## Properties
electronic energy: -1087.9926 hartree
gap between HOMO and LUMO: 0.3740 Eh
energy relative to the best compared isomer or geometry (same formula, charge and spin): 71.9 kJ/mol

[6]
Here is an isolated ion of composition C43H36N3 and charge +1 in a non-equilibrium geometry from the OMol25 dataset. Energies are from wB97M-V/def2-TZVPD.

Last column: Mulliken charge in e.
Positions of all 82 atoms, in Å:
C  -6.282  2.779  -3.708  -0.386
C  -6.584  2.859  -2.343  -0.688
C  -6.000  1.963  -1.452  -0.204
C  -5.130  0.972  -1.929  -0.128
N  -4.617  0.016  -1.008  0.938
C  -5.277  -1.240  -0.900  -0.044
C  -4.944  -2.258  -1.800  -0.174
C  -5.573  -3.498  -1.706  -0.732
C  -6.554  -3.710  -0.728  -0.411
C  -6.904  -2.679  0.154  -0.842
C  -6.270  -1.439  0.063  0.014
C  -3.441  0.249  -0.285  0.638
C  -3.400  -0.001  1.092  -1.285
C  -2.248  0.306  1.811  0.079
C  -1.061  0.641  1.156  0.050
C  0.213  0.939  1.919  0.671
C  1.493  0.614  1.167  -0.332
C  2.600  1.446  1.319  -0.764
C  3.778  1.146  0.644  -1.004
C  3.860  -0.035  -0.111  1.611
N  4.972  -0.259  -0.904  0.822
C  5.267  -1.533  -1.450  -0.454
C  5.357  -1.678  -2.840  -0.098
C  5.737  -2.908  -3.378  -0.699
C  6.119  -3.952  -2.525  -0.403
C  6.082  -3.784  -1.134  -0.800
C  5.617  -2.586  -0.593  0.336
C  5.922  0.769  -1.180  -1.122
C  7.095  0.828  -0.420  0.172
C  8.074  1.767  -0.738  -0.794
C  7.895  2.623  -1.831  -0.397
C  6.732  2.539  -2.604  -0.861
C  5.739  1.614  -2.278  0.264
C  2.796  -0.960  -0.111  -1.141
C  1.599  -0.619  0.517  -0.628
C  -1.097  0.840  -0.236  -0.947
C  -2.281  0.683  -0.945  -0.830
C  -4.829  0.885  -3.288  0.015
C  -5.395  1.803  -4.177  -0.799
H  -6.739  3.480  -4.407  0.374
H  -7.273  3.615  -1.965  0.374
H  -6.213  1.992  -0.381  0.363
H  -4.189  -2.054  -2.563  0.294
H  -5.294  -4.296  -2.398  0.367
H  -7.046  -4.681  -0.654  0.375
H  -7.668  -2.836  0.918  0.361
H  -6.530  -0.612  0.726  0.366
H  -4.289  -0.362  1.607  0.389
H  -2.323  0.317  2.893  0.225
H  0.231  2.001  2.192  0.654
H  2.519  2.347  1.933  0.447
H  4.624  1.830  0.678  0.461
H  5.122  -0.823  -3.480  0.305
H  5.746  -3.037  -4.463  0.397
H  6.450  -4.902  -2.947  0.378
H  6.413  -4.580  -0.464  0.369
H  5.568  -2.422  0.486  0.419
H  7.221  0.118  0.402  0.401
H  8.975  1.822  -0.128  0.389
H  8.665  3.355  -2.076  0.391
H  6.591  3.192  -3.465  0.379
H  4.831  1.515  -2.879  0.454
H  2.891  -1.897  -0.655  0.448
H  0.739  -1.296  0.475  0.438
H  -0.192  1.149  -0.766  0.439
H  -2.330  0.860  -2.019  0.399
H  -4.152  0.098  -3.632  0.279
H  -5.140  1.746  -5.237  0.367
N  0.295  0.192  3.148  0.318
C  -0.592  0.500  4.293  -0.396
C  -1.266  -0.543  4.914  -0.021
C  -2.247  -0.203  5.855  -0.644
C  -2.443  1.141  6.195  -0.390
C  -1.679  2.154  5.609  -0.910
C  -0.732  1.831  4.624  0.080
H  1.225  0.338  3.546  0.522
H  0.246  -0.812  2.954  0.525
H  -1.075  -1.579  4.598  0.360
H  -2.848  -0.986  6.320  0.400
H  -3.184  1.393  6.954  0.400
H  -1.813  3.190  5.916  0.402
H  -0.155  2.606  4.108  0.407

## Properties
electronic energy: -1824.2146 hartree
structure (SMILES): c1ccc([NH2+]C(c2ccc(N(c3ccccc3)c3ccccc3)cc2)c2ccc(N(c3ccccc3)c3ccccc3)cc2)cc1
gap between HOMO and LUMO: 0.2873 Eh
net charge: +1
energy relative to the best compared isomer or geometry (same formula, charge and spin): 31.7 kJ/mol

[7]
Here is a 2-piece molecular cluster, C4H7N3O2 overall in a non-equilibrium geometry from the OMol25 dataset. Energies are from wB97M-V/def2-TZVPD.

Last column: natural (NBO) charge in e.
Positions of all 16 atoms, in Å:
C  -2.640  -2.605  3.076  0.070
C  -0.113  1.497  -1.276  -0.118
C  -0.955  -0.273  0.050  -0.129
C  1.433  -0.056  -0.227  -0.402
N  -2.222  -3.011  4.057  -0.332
N  0.073  0.443  -0.529  -0.241
N  -2.289  0.204  0.201  0.496
O  -3.049  -0.598  0.697  -0.464
O  -2.615  1.328  -0.189  -0.455
H  -3.065  -2.210  2.189  0.251
H  -1.022  1.922  -1.442  0.236
H  0.807  1.910  -1.818  0.185
H  -0.742  -1.204  0.684  0.217
H  2.239  0.621  0.093  0.242
H  1.320  -0.847  0.398  0.221
H  1.710  -0.549  -1.184  0.221

## Properties
electronic energy: -471.1517 hartree
gap between HOMO and LUMO (spin up / spin down): 0.2936 / 0.2936 Eh
energy relative to the best compared isomer or geometry (same formula, charge and spin): 659.9 kJ/mol

[8]
Here is one molecule with the formula C22H31N3O2 from the OMol25 dataset. Energies are from wB97M-V/def2-TZVPD.

Last column: natural (NBO) charge in e.
Positions of all 58 atoms, in Å:
C  -4.014  -3.342  0.857  -0.653
C  -2.667  -4.002  0.843  0.078
C  -2.576  -5.382  0.712  -0.237
C  -1.351  -6.022  0.677  -0.208
C  -0.188  -5.278  0.761  -0.217
C  -0.264  -3.903  0.893  -0.208
C  -1.491  -3.256  0.948  -0.057
C  -1.535  -1.755  1.085  -0.252
N  -0.322  -1.234  1.696  -0.444
C  -0.292  -1.499  3.118  -0.231
C  1.106  -1.183  3.629  -0.216
N  1.393  0.199  3.332  -0.597
C  0.846  0.892  2.325  0.695
O  1.118  2.071  2.149  -0.661
C  -0.121  0.173  1.393  -0.143
C  0.413  0.325  -0.050  -0.492
C  -0.334  1.387  -0.854  0.692
O  -0.859  1.142  -1.922  -0.647
N  -0.383  2.580  -0.235  -0.647
C  -0.833  3.774  -0.905  -0.217
H  -1.432  3.453  -1.760  0.224
H  -1.460  4.356  -0.222  0.196
C  0.362  4.622  -1.376  -0.436
C  1.230  3.810  -2.296  0.034
C  2.269  3.124  -1.840  -0.207
C  3.127  2.229  -2.680  -0.432
C  2.878  2.442  -4.170  -0.391
C  1.379  2.526  -4.431  -0.396
C  0.809  3.758  -3.737  -0.442
H  1.154  4.667  -4.242  0.205
H  -0.281  3.744  -3.798  0.214
H  1.180  2.573  -5.504  0.202
H  0.887  1.638  -4.030  0.217
H  3.351  3.373  -4.490  0.192
H  3.323  1.625  -4.743  0.205
H  2.903  1.189  -2.417  0.202
H  4.182  2.399  -2.442  0.209
H  2.533  3.174  -0.791  0.199
H  -0.016  5.509  -1.888  0.211
H  0.932  4.937  -0.500  0.207
H  0.181  2.699  0.604  0.431
H  0.329  -0.629  -0.570  0.242
H  1.469  0.604  -0.030  0.236
H  -1.075  0.731  1.482  0.208
H  2.066  0.694  3.901  0.410
H  1.170  -1.339  4.708  0.207
H  1.832  -1.839  3.132  0.196
H  -0.518  -2.554  3.279  0.227
H  -1.033  -0.891  3.671  0.171
H  -1.641  -1.318  0.087  0.229
H  -2.421  -1.451  1.668  0.182
H  0.635  -3.310  0.952  0.224
H  0.775  -5.764  0.720  0.211
H  -1.305  -7.096  0.576  0.212
H  -3.484  -5.964  0.634  0.206
H  -4.202  -2.864  1.819  0.215
H  -4.798  -4.073  0.682  0.218
H  -4.074  -2.576  0.084  0.220

## Properties
electronic energy: -1171.7112 hartree
structure (SMILES): Cc1ccccc1CN1CCNC(=O)[C@H]1CC(=O)NCCC1=CCCCC1
gap between HOMO and LUMO: 0.3406 Eh
energy relative to the best compared isomer or geometry (same formula, charge and spin): 45.5 kJ/mol